Entry 1:
14
Properties=species:S:1:pos:R:3:forces:R:3:mulliken_charge:R:1 method="wB97M-V/def2-TZVPD" e_homo_ev=-8.2 orbital_gap_ev=8.80 total_energy_ha=-270.3588
O -1.058798 -0.300610 1.275130 0.00 -0.13 0.24 -0.451
C -0.429284 -1.094780 -0.920282 -0.14 -0.22 0.08 -0.658
C 0.480226 0.772876 -0.344314 -0.03 -0.11 0.28 -0.314
C -0.841790 0.782418 0.346954 0.03 0.35 -0.15 -0.039
C -1.484152 -0.458378 -0.065979 -0.15 -0.08 -0.19 -0.201
C 1.663318 0.615123 0.555025 0.08 -0.01 0.00 -1.129
H 1.519283 -0.043655 1.421332 0.00 0.08 -0.12 0.298
H -0.696912 -1.172438 -1.979128 -0.01 -0.08 0.16 0.364
H -2.547010 -0.631349 -0.217201 0.17 0.08 -0.02 0.424
H 0.023268 -2.004511 -0.528913 0.05 0.14 -0.04 0.362
H 1.820698 1.634128 0.941838 0.00 -0.11 0.00 0.315
H -1.328450 1.716569 0.612813 0.05 -0.13 -0.03 0.477
H 2.575517 0.343186 0.016218 -0.13 0.04 0.07 0.356
H 0.399464 -0.161888 -1.197703 0.07 0.19 -0.27 0.195

***

Entry 2:
15
Properties=species:S:1:pos:R:3:forces:R:3:mulliken_charge:R:1 method="wB97M-V/def2-TZVPD" e_homo_ev="-19.7 / -19.7" orbital_gap_ev="7.24 / 7.06" total_charge=+2 total_energy_ha=-412.2697
N 1.026382 1.608493 -0.140119 -0.67 0.43 1.10 0.070
N -2.362964 0.549278 0.064664 -1.21 0.76 -0.62 -0.110
N -1.434523 1.386274 0.127267 0.40 1.10 0.55 -0.123
N -1.015639 -1.326372 0.102583 -0.68 -0.33 -0.03 -0.124
C 1.977792 0.664606 0.075939 1.05 -0.97 1.15 -0.163
C 1.500910 -0.612150 0.097715 -0.36 0.47 0.79 -0.488
C 0.106431 -0.588009 -0.297179 0.05 1.42 3.32 0.346
C -2.228297 -0.732249 -0.103679 1.60 -2.27 -0.08 -0.013
C -0.215254 1.075851 -0.160317 2.32 -1.88 -0.30 0.208
H 2.138589 -1.286462 0.623067 -0.06 -1.29 -0.23 0.381
H 1.369185 2.560933 0.060130 -1.11 0.29 -0.75 0.385
H -3.001313 -1.457482 -0.290463 -1.00 0.52 0.28 0.458
H 0.235422 -0.412097 -1.313817 -0.40 -0.14 -3.17 0.412
H -1.053581 -2.270243 0.579846 0.67 1.16 -0.84 0.374
H 2.956858 0.839632 0.574358 -0.59 0.72 -1.16 0.387

***

Entry 3:
82
Properties=species:S:1:pos:R:3:forces:R:3:mulliken_charge:R:1 method="wB97M-V/def2-TZVPD" e_homo_ev=-15.7 orbital_gap_ev=5.66 total_charge=+3 total_energy_ha=-5549.9835
As -2.483044 -0.672966 -0.443799 -0.22 1.18 -0.50 1.691
Ti -0.190694 0.643526 -0.129956 0.68 0.15 0.38 -1.019
S 0.427664 -1.354697 1.710854 -0.65 0.14 0.05 1.199
S -1.339634 1.078186 4.012933 -0.04 0.36 0.21 -0.043
O 2.785019 0.666858 -2.767831 0.58 0.55 0.34 -0.217
O -0.652212 -2.140632 2.253186 1.00 0.49 -0.35 -0.633
O 2.320633 0.596506 0.019912 0.80 0.93 -0.36 0.522
O 0.325674 -0.042945 -2.117287 -1.05 1.96 0.28 1.406
O 0.328084 -1.252626 0.168198 0.40 -0.62 0.21 -0.503
O -1.065896 2.139819 -1.464947 -1.02 0.55 0.70 -0.036
O 0.694622 2.799595 0.162727 -0.33 -0.11 -0.38 -0.019
N -1.563910 1.612558 1.535254 1.82 -1.17 -0.44 0.606
N 0.229538 0.265684 1.862006 0.65 -0.44 -0.66 0.304
N 5.416357 -3.605967 3.740430 -1.86 0.53 -0.89 -0.430
C -3.322195 -2.691939 -2.318854 -1.65 1.44 -1.12 -1.353
C -1.326137 3.476555 -0.858819 0.38 0.44 -0.38 -0.151
C 1.163972 -1.086931 -2.615015 1.31 -0.56 1.62 -0.927
C 3.453961 -0.174665 -0.561578 -2.16 0.63 0.40 -0.997
C -5.189144 0.192085 -1.460639 -0.71 -0.71 0.03 -1.406
C 3.851386 0.467584 -1.842870 -0.86 0.05 -0.37 -0.946
C 4.063257 -1.630941 3.491896 -1.97 -0.08 -1.16 -0.976
C 2.902774 -1.075530 2.949427 1.38 -0.51 0.56 -0.472
C 0.065431 3.972762 -0.391468 -1.57 0.52 1.79 -1.027
C 2.766150 1.809221 0.724479 0.05 -1.56 1.15 -0.790
C -2.131344 -2.185590 -1.548118 -0.07 0.04 -1.82 -0.131
C -2.493224 2.267927 3.506961 0.38 -0.65 0.43 -0.437
C -3.486361 -1.503971 0.966850 -1.54 -0.31 -0.52 -0.667
C -0.246254 0.791985 -3.221120 -0.14 -0.04 1.15 -1.020
C -2.437535 2.425025 2.187420 -1.21 0.71 -2.02 -0.958
C 2.035566 -1.884228 2.233174 -2.09 1.31 -0.20 0.410
C -3.709269 0.622530 -1.383754 -1.02 -0.06 2.05 -0.159
C 2.090832 3.017336 0.181703 1.02 -0.19 -1.12 -1.012
C 3.274613 -3.839848 2.694874 0.25 -0.29 -0.41 -0.873
C -0.865357 0.883889 2.392634 -1.00 0.79 0.82 -0.346
C -0.418848 2.214656 -2.729862 -0.69 -1.34 -1.36 -0.787
C 2.277535 -0.445750 -3.398307 0.18 -1.94 -1.28 -1.046
C 2.175043 -3.249044 2.163868 -1.55 -1.71 -0.79 -0.555
C -3.829439 -0.774389 2.226400 -0.62 0.07 1.64 -1.133
C 4.246050 -3.030908 3.302054 2.56 -0.11 1.22 0.857
H -3.054616 -0.900035 3.005957 -0.36 0.16 -0.49 0.217
H 0.664054 4.419399 -1.198865 -0.16 -0.41 0.12 0.498
H 0.534370 -1.728915 -3.178063 -0.28 -0.78 -0.84 0.805
H 2.445525 3.174679 -0.873590 -0.28 0.04 0.78 0.402
H -0.028952 4.771277 0.436001 0.05 -1.18 -1.24 0.402
H 1.326006 -3.852663 1.726789 1.26 0.53 0.45 0.427
H -4.221076 -2.698422 -1.692635 0.16 -0.52 -0.06 0.321
H 3.875783 1.946202 0.714252 -0.89 -0.24 -0.10 0.485
H -3.214699 -3.660821 -2.835057 0.25 0.45 0.45 0.399
H 4.668867 -0.073644 -2.275061 0.60 -0.28 -0.49 0.546
H -3.565607 -1.909090 -3.080385 0.04 -0.82 0.19 0.360
H 2.283000 3.908329 0.766799 0.33 0.14 0.22 0.593
H 2.729339 -0.046986 3.146577 -0.34 0.75 -0.11 0.548
H -5.358851 -0.869139 -1.741158 0.46 0.64 -0.05 0.293
H -1.042986 2.687862 -3.532976 0.44 0.17 1.01 0.499
H -4.761424 -1.211248 2.655868 0.70 0.09 -0.27 0.467
H 1.608265 -1.676584 -1.768479 -1.00 0.76 -0.61 0.083
H -5.748215 0.775009 -2.212236 0.45 -0.04 0.27 0.394
H 5.622507 -4.555302 3.528902 0.06 -0.55 0.04 0.195
H 3.429450 -4.913296 2.595534 -0.04 0.27 0.20 0.365
H 1.834475 -0.158379 -4.353760 0.70 0.18 -0.14 0.483
H -3.383595 0.859187 -2.343931 1.02 -0.17 -1.79 0.568
H -2.121919 3.325736 -0.070980 1.33 0.29 -1.12 -0.272
H -4.088046 0.286719 2.129775 0.29 -0.18 -0.28 0.266
H -3.084978 3.047895 1.542353 0.26 -0.27 0.97 0.485
H 2.427975 1.532175 1.746669 0.44 0.99 -0.32 0.208
H 4.159706 1.463471 -1.582883 0.46 0.50 -0.16 0.325
H 4.721400 -0.934466 3.984916 0.42 -0.47 0.25 0.413
H 6.033953 -3.121900 4.338133 0.61 0.49 0.47 0.213
H -1.179238 0.321963 -3.467170 -0.66 -0.14 -0.08 0.397
H 4.259605 -0.068840 0.117841 0.89 -0.30 0.80 0.691
H -3.081914 -2.483764 1.145997 0.74 -0.25 0.21 0.645
H -1.787164 -3.005301 -1.016817 0.96 -1.20 1.89 0.487
H 3.071949 -1.187984 -0.559989 0.32 -0.21 -0.25 0.458
H 0.346891 0.811085 -4.120679 0.42 -0.13 0.06 0.517
H -1.653061 4.204501 -1.642672 -0.20 -0.91 0.50 0.539
H -4.444436 -1.775592 0.469128 0.48 0.44 -0.15 0.736
H 0.538718 2.661596 -2.600461 0.76 0.61 -0.17 0.349
H -3.595154 1.606509 -0.872128 -0.19 -0.80 0.11 0.088
H -3.224365 2.699405 4.140786 -0.26 0.30 0.72 0.538
H -5.754820 0.284398 -0.527154 0.39 0.27 0.04 0.359
H 3.011071 -1.274277 -3.622087 -0.32 0.96 0.16 0.448
H -1.341451 -1.981479 -2.256081 0.26 0.38 -0.09 -0.165

***

Entry 4:
33
Properties=species:S:1:pos:R:3:forces:R:3:mulliken_charge:R:1 method="wB97M-V/def2-TZVPD" smiles=On1cc(CCOCC(F)(F)C(F)(F)C(F)(F)C(F)F)[nH+]c1F e_homo_ev=-13.6 orbital_gap_ev=8.86 total_charge=+1 total_energy_ha=-1545.1082
F -4.303385 1.231619 -1.936675 1.94 -3.18 3.24 -0.301
F -5.735048 -1.087728 -1.335273 2.65 1.79 3.61 -0.278
F -5.830527 0.279326 0.616109 3.55 -2.66 -2.55 -0.257
F -3.049166 -1.741306 1.266445 -3.78 -0.25 -2.17 -0.231
F 5.168022 -1.490902 -2.625443 -2.12 2.66 5.06 -0.163
F -3.184503 1.184043 1.517548 0.73 0.11 -4.55 -0.279
F -2.882799 2.686823 -0.360231 -0.27 -4.33 1.60 -0.305
F -4.301047 -3.015746 -0.396250 0.37 3.51 3.08 -0.252
F -2.861238 -0.669418 -1.709559 -2.36 3.08 2.76 -0.286
O 6.004622 -2.113286 0.446781 1.49 0.61 -0.03 -0.370
O -0.282830 1.695587 0.633327 0.34 -2.85 -0.36 -0.365
N 3.622592 0.277360 -1.377858 3.70 -3.90 5.31 -0.024
N 5.106378 -1.221656 -0.006977 -4.73 4.59 -1.29 0.301
C -2.809481 1.255728 0.087606 2.46 1.95 0.24 0.749
C 3.434279 0.562199 0.097502 1.96 -1.66 1.73 0.140
C -1.224664 0.811108 -0.113468 -0.48 -0.16 -0.03 -0.647
C 0.913880 0.858977 0.809871 1.07 -0.52 -1.16 -0.270
C 4.648103 -0.842213 -1.397888 0.47 -0.02 0.32 0.173
C -4.369718 -1.894806 0.614572 -0.40 -1.92 -0.49 0.170
C -4.885004 -0.553743 -0.205505 -2.49 -0.40 -1.53 0.534
C 4.371101 -0.405174 1.033321 -2.95 2.83 -6.30 -0.411
C 2.344710 1.708732 0.640497 0.26 -1.12 -0.49 -0.555
C -3.687005 0.306997 -0.917555 -1.58 0.94 -2.53 0.525
H 6.662949 -1.546389 0.979744 -0.98 -1.20 -1.16 0.409
H 3.119772 0.770758 -2.148435 0.84 -0.92 0.60 0.323
H 2.720039 2.176606 1.645534 -0.62 -1.06 -2.01 0.333
H 0.939816 0.231177 1.798401 -0.26 1.42 -1.64 0.272
H -0.888130 0.900043 -1.254252 -1.25 -0.35 2.38 0.342
H 4.408810 -0.412610 2.202829 0.26 -0.36 -2.72 0.389
H 0.944881 0.062816 -0.078564 -0.04 1.61 1.84 0.351
H -5.218089 -2.237716 1.380027 2.30 0.90 -1.50 0.282
H 2.275780 2.554312 -0.165556 -0.02 -1.68 1.51 0.286
H -1.173100 -0.321515 0.259376 -0.07 2.52 -0.78 0.416